{"formula": "C3H10NO", "method": "ωB97M-V with the def2-TZVPD basis set", "charge": -1, "relative_energy_kcal_mol": 13.59, "total_energy_ev": -6810.1854, "symbols": ["C", "H", "H", "H", "H", "C", "O", "C", "N", "H", "H", "H", "H", "H", "H"], "positions_angstrom": [[-0.82, -2.77, 0.72], [-1.51, -3.37, 1.32], [0.19, -2.91, 1.11], [-1.08, -1.70, 0.82], [-0.87, -3.07, -0.33], [-0.12, 0.48, 0.03], [-1.08, 0.32, 0.95], [0.28, 1.96, -0.15], [1.26, 2.27, -1.19], [0.85, -0.06, 0.24], [-0.38, 0.11, -1.01], [-0.64, 2.53, -0.31], [0.66, 2.31, 0.81], [1.05, 1.84, -2.08], [2.20, 2.07, -0.91]], "lowdin_charge": [-0.072, -0.004, 0.004, -0.010, 0.001, -0.584, -0.365, -0.328, -0.044, 0.077, 0.079, 0.088, 0.093, 0.034, 0.032]}



{"formula": "C3H10NO", "method": "ωB97M-V with the def2-TZVPD basis set", "charge": -1, "relative_energy_kcal_mol": 36.73, "total_energy_ev": -6809.1823, "symbols": ["C", "C", "N", "H", "H", "H", "H", "H", "H", "H", "C", "O", "H", "H", "H"], "positions_angstrom": [[0.74, 1.98, -0.02], [0.48, 0.55, -0.55], [0.86, 0.46, -1.96], [0.10, 2.72, -0.51], [0.63, 1.99, 1.13], [1.82, 2.20, -0.16], [1.02, -0.21, 0.08], [-0.64, 0.23, -0.44], [1.02, -0.52, -2.27], [0.04, 0.71, -2.55], [-1.17, -1.54, 1.83], [-0.80, -1.45, 0.51], [-2.05, -2.14, 1.98], [-0.36, -1.98, 2.46], [-1.52, -0.58, 2.35]], "lowdin_charge": [-0.151, -0.409, -0.071, 0.042, 0.082, 0.046, 0.101, 0.100, 0.064, 0.056, -0.460, -0.463, 0.000, 0.027, 0.036]}



{"formula": "C3H10NO", "method": "ωB97M-V with the def2-TZVPD basis set", "charge": 0, "spin_multiplicity": 2, "relative_energy_kcal_mol": 69.22, "total_energy_ev": -6805.7447, "symbols": ["C", "N", "H", "H", "H", "H", "H", "H", "C", "C", "O", "H", "H", "H", "H"], "positions_angstrom": [[1.70, 1.24, -1.07], [1.40, -0.08, -0.44], [0.81, 1.86, -1.03], [2.61, 1.65, -0.64], [1.93, 1.05, -2.11], [0.80, 0.02, 0.39], [2.25, -0.53, -0.10], [0.75, -0.67, -0.96], [-1.70, 0.33, -0.31], [-1.50, -0.27, 0.91], [-0.43, -1.24, 1.02], [-2.67, 0.74, -0.57], [-0.93, 0.27, -1.09], [-2.04, -0.16, 1.85], [-0.46, -1.57, 1.93]], "lowdin_charge": [-0.171, -0.009, 0.074, 0.058, 0.061, 0.050, 0.025, 0.060, -0.015, -0.212, -0.169, 0.052, 0.017, 0.101, 0.080]}



{"formula": "C3H10NO", "method": "ωB97M-V with the def2-TZVPD basis set", "charge": 0, "spin_multiplicity": 2, "relative_energy_kcal_mol": 45.76, "total_energy_ev": -6806.7619, "symbols": ["C", "C", "C", "N", "H", "H", "H", "H", "H", "H", "H", "H", "H", "H", "O"], "positions_angstrom": [[2.78, 0.02, 0.48], [1.54, -0.47, -0.23], [0.39, 0.28, -0.32], [-0.90, -0.46, -0.52], [2.84, 1.11, 0.46], [2.84, -0.23, 1.55], [3.69, -0.34, 0.01], [1.71, -1.45, -0.68], [0.22, 1.34, -0.35], [-0.76, -1.42, -0.16], [-1.75, -0.11, -0.06], [-1.12, -0.58, -1.50], [-4.23, 0.08, 0.49], [-3.73, 1.55, 0.58], [-3.52, 0.67, 0.25]], "lowdin_charge": [-0.178, -0.291, -0.261, 0.085, 0.052, 0.053, 0.051, 0.046, 0.052, 0.124, 0.079, 0.134, 0.050, 0.055, -0.050]}



{"formula": "C3H10NO", "method": "ωB97M-V with the def2-TZVPD basis set", "charge": 1, "relative_energy_kcal_mol": 67.09, "total_energy_ev": -6801.4016, "symbols": ["C", "O", "H", "H", "H", "H", "C", "C", "N", "H", "H", "H", "H", "H", "H"], "positions_angstrom": [[2.41, 1.74, 0.58], [1.85, 0.84, -0.36], [2.61, 1.13, 1.51], [3.13, 2.33, 0.11], [1.51, 2.39, 0.94], [1.96, 1.16, -1.26], [-1.99, -0.67, -0.09], [-2.16, -1.08, -1.38], [-0.87, -1.33, 0.76], [-2.60, 0.17, 0.42], [-2.90, -0.64, -2.01], [-1.26, -1.43, -1.97], [-0.01, -1.29, 0.11], [-0.70, -0.89, 1.62], [-0.98, -2.44, 1.04]], "lowdin_charge": [-0.151, -0.168, 0.098, 0.061, 0.101, 0.079, -0.112, 0.063, 0.160, 0.154, 0.065, 0.104, 0.173, 0.115, 0.256]}



{"formula": "C3H10NO", "method": "ωB97M-V with the def2-TZVPD basis set", "charge": 1, "relative_energy_kcal_mol": 21.17, "total_energy_ev": -6803.3926, "symbols": ["C", "C", "C", "N", "H", "H", "H", "H", "H", "H", "H", "H", "H", "H", "O"], "positions_angstrom": [[-1.44, -0.33, -0.88], [-0.03, -0.81, -0.60], [1.36, 1.11, -1.08], [0.98, 0.25, -0.24], [-1.65, 0.71, -0.72], [-1.80, -0.46, -1.90], [-2.13, -0.86, -0.26], [-0.09, -1.39, 0.31], [0.42, -1.47, -1.34], [2.17, 1.76, -0.78], [0.87, 1.14, -2.02], [1.10, 0.18, 0.78], [0.23, -0.68, 3.13], [-0.11, 0.80, 3.09], [0.11, 0.06, 2.51]], "lowdin_charge": [-0.060, -0.166, 0.187, 0.057, 0.081, 0.088, 0.079, 0.101, 0.136, 0.130, 0.123, 0.134, 0.075, 0.073, -0.038]}